Run a
Formula: C4H12N2O
Source: the Open Molecules 2025 dataset
Level of theory: ωB97M-V with the def2-TZVPD basis set

Each line ends with the Mulliken charge.
CARTESIAN COORDINATES (ANGSTROEM)
N 1.192 -1.556 1.385  -0.63
C 1.006 -0.226 0.782  -0.67
C 0.425 -0.360 -0.604  -0.03
N 1.396 -0.281 -1.701  -0.63
C -0.766 0.552 -0.921  -0.57
C -1.878 0.488 0.128  -0.58
O -1.981 1.690 0.942  -0.53
H 0.412 -1.960 1.903  0.21
H 1.917 -1.530 2.098  0.22
H 0.597 0.482 1.511  0.37
H 2.019 0.173 0.663  0.41
H -0.078 -1.327 -0.684  0.32
H 1.870 -1.165 -1.770  0.26
H 1.924 0.584 -1.674  0.23
H -1.154 0.313 -1.907  0.32
H -0.302 1.553 -0.934  0.34
H -1.614 -0.270 0.862  0.30
H -2.838 0.446 -0.385  0.34
H -2.149 2.393 0.306  0.30

## Properties
**Multiplicity**: 1
**Molar mass**: 104.2 g/mol
**Gap between HOMO and LUMO**: 10.06 eV
**SMILES string**: NC[C@H](N)CCO
**Total charge**: 0

---

Run b
Formula: C4H12N2O
Source: the Open Molecules 2025 dataset
Level of theory: ωB97M-V with the def2-TZVPD basis set

Each line ends with the Mulliken charge.
CARTESIAN COORDINATES (ANGSTROEM)
N -1.154 -1.488 -0.133  -0.77
C 0.089 -0.877 -0.251  0.72
C 0.586 -0.570 1.183  -0.85
C 1.514 0.705 1.317  -0.38
O 0.896 1.850 1.269  -0.55
C -0.001 0.360 -1.123  -0.56
N -1.029 0.221 -2.165  -0.55
H -1.099 -2.504 -0.019  0.25
H -1.810 1.767 0.858  -0.23
H 0.876 -1.555 -0.595  0.29
H 1.096 -1.473 1.541  0.41
H -0.249 -0.387 1.872  0.38
H 2.201 0.616 0.443  0.25
H 2.092 0.480 2.232  0.33
H 0.927 0.477 -1.694  0.38
H -0.185 1.266 -0.518  0.16
H -2.482 1.510 0.783  0.23
H -1.615 -0.578 -1.901  0.24
H -0.652 0.182 -3.100  0.25

## Properties
**Multiplicity**: 1
**Molar mass**: 104.2 g/mol
**Gap between HOMO and LUMO**: 5.30 eV
**Total charge**: 0

---

Which of them is most stable, and which least? Most stable: run a; least stable: run b.